No. 1
{"formula": "C37H87N3O13", "method": "wB97M-V/def2-TZVPD", "symbols": ["C", "C", "C", "C", "C", "C", "C", "C", "C", "N", "O", "H", "H", "H", "H", "H", "H", "H", "H", "H", "H", "H", "H", "H", "H", "H", "H", "H", "H", "H", "C", "C", "C", "C", "C", "C", "C", "C", "C", "N", "O", "H", "H", "H", "H", "H", "H", "H", "H", "H", "H", "H", "H", "H", "H", "H", "H", "H", "H", "H", "C", "C", "C", "C", "C", "C", "C", "C", "C", "N", "O", "H", "H", "H", "H", "H", "H", "H", "H", "H", "H", "H", "H", "H", "H", "H", "H", "H", "H", "H", "O", "C", "C", "O", "H", "H", "H", "H", "H", "H", "O", "C", "C", "O", "H", "H", "H", "H", "H", "H", "O", "C", "C", "O", "H", "H", "H", "H", "H", "H", "O", "C", "C", "O", "H", "H", "H", "H", "H", "H", "O", "C", "C", "O", "H", "H", "H", "H", "H", "H"], "coordinates": [[6.961, 3.176, -1.713], [5.477, 3.205, -1.990], [5.056, 4.378, -2.856], [5.224, 1.882, -2.745], [3.769, 1.465, -2.817], [3.240, 1.312, -1.394], [3.380, 2.619, -0.629], [2.343, 3.653, -1.046], [3.080, 2.244, 0.841], [4.794, 3.111, -0.655], [4.834, 4.369, 0.000], [7.176, 2.483, -0.894], [7.576, 2.704, -2.482], [7.318, 4.175, -1.444], [4.953, 5.272, -2.235], [5.755, 4.559, -3.672], [4.061, 4.247, -3.287], [5.408, 2.153, -3.799], [5.942, 1.067, -2.671], [3.064, 2.112, -3.344], [3.736, 0.507, -3.347], [3.753, 0.435, -0.983], [2.200, 0.978, -1.419], [2.070, 3.706, -2.102], [2.623, 4.678, -0.783], [1.426, 3.554, -0.456], [3.875, 1.642, 1.283], [2.133, 1.710, 0.897], [3.067, 3.159, 1.441], [5.472, 4.212, 0.705], [-1.483, -8.894, 2.358], [-0.316, -7.905, 2.109], [0.294, -7.585, 3.485], [0.658, -8.442, 1.063], [0.143, -8.555, -0.355], [-0.225, -7.125, -0.778], [-1.252, -6.480, 0.155], [-1.262, -4.970, -0.131], [-2.701, -7.002, -0.019], [-0.785, -6.637, 1.535], [-1.651, -5.960, 2.438], [-2.466, -8.430, 2.246], [-1.527, -9.693, 1.610], [-1.559, -9.363, 3.340], [-0.500, -7.312, 4.175], [0.759, -8.451, 3.965], [1.074, -6.823, 3.426], [1.569, -7.840, 1.083], [0.887, -9.448, 1.441], [0.792, -8.989, -1.111], [-0.818, -9.080, -0.364], [-0.588, -7.028, -1.804], [0.661, -6.485, -0.708], [-1.998, -4.393, 0.427], [-1.574, -4.832, -1.170], [-0.250, -4.632, 0.090], [-3.448, -6.618, 0.671], [-2.702, -8.092, 0.058], [-3.035, -6.760, -1.032], [-1.086, -5.307, 2.864], [0.706, 5.311, 1.807], [-0.082, 4.937, 3.087], [-1.315, 5.890, 3.105], [-0.513, 3.494, 2.815], [-1.304, 2.946, 4.004], [-0.435, 3.004, 5.267], [0.239, 4.376, 5.576], [-0.775, 5.231, 6.285], [1.469, 4.072, 6.451], [0.680, 4.940, 4.311], [1.377, 6.159, 4.446], [1.519, 4.574, 1.767], [0.108, 5.203, 0.907], [1.181, 6.293, 1.820], [-1.248, 6.594, 3.938], [-1.383, 6.521, 2.218], [-2.299, 5.421, 3.196], [-1.021, 3.366, 1.859], [0.359, 2.833, 2.776], [-2.254, 3.435, 4.231], [-1.541, 1.905, 3.768], [0.272, 2.169, 5.257], [-1.121, 2.702, 6.066], [-0.576, 6.307, 6.276], [-0.911, 4.960, 7.336], [-1.765, 5.185, 5.821], [1.283, 3.476, 7.338], [1.879, 5.040, 6.766], [2.274, 3.710, 5.809], [2.313, 5.947, 4.357], [0.703, -5.550, -6.367], [1.389, -5.023, -5.254], [0.714, -3.810, -4.631], [0.731, -2.818, -5.667], [0.416, -4.796, -6.895], [1.503, -5.747, -4.444], [2.391, -4.718, -5.573], [1.418, -3.560, -3.826], [-0.266, -3.907, -4.162], [0.220, -2.061, -5.349], [-0.166, -1.554, -2.102], [-0.250, -0.404, -1.274], [-1.503, -0.514, -0.398], [-1.370, 0.403, 0.721], [-1.079, -1.764, -2.335], [0.622, -0.411, -0.622], [-0.338, 0.558, -1.787], [-1.720, -1.489, 0.033], [-2.400, -0.099, -0.866], [-1.686, 1.274, 0.473], [-4.675, 0.033, 2.138], [-4.793, 1.112, 3.065], [-5.532, 2.260, 2.470], [-4.751, 3.333, 1.943], [-3.768, -0.291, 2.119], [-5.405, 0.704, 3.881], [-3.875, 1.496, 3.515], [-5.945, 2.785, 3.347], [-6.454, 2.026, 1.933], [-4.369, 3.105, 1.087], [-3.523, 0.786, -2.813], [-3.982, -0.403, -3.492], [-3.340, -0.706, -4.829], [-2.083, -1.399, -4.665], [-3.553, 1.532, -3.443], [-3.925, -1.220, -2.781], [-5.010, -0.112, -3.734], [-3.126, 0.212, -5.382], [-3.943, -1.373, -5.449], [-2.098, -2.191, -5.206], [-3.015, 2.745, -4.706], [-1.676, 3.282, -4.626], [-1.145, 3.209, -3.184], [-1.879, 4.129, -2.382], [-3.240, 2.766, -5.642], [-1.110, 2.598, -5.274], [-1.416, 4.238, -5.086], [-0.091, 3.488, -3.201], [-1.290, 2.204, -2.769], [-2.801, 4.006, -2.645]], "lumo_ev": 0.06, "e_above_lowest_kcal_mol": 80.65, "total_energy_ha": -2604.05081, "homo_lumo_gap_ha": 0.299, "fmax_ev_per_a": 3.04}

=====

No. 2
{"formula": "C11H22N4O3", "method": "wB97M-V/def2-TZVPD", "symbols": ["C", "O", "C", "C", "N", "C", "O", "C", "O", "N", "C", "C", "N", "C", "C", "N", "C", "C", "H", "H", "H", "H", "H", "H", "H", "H", "H", "H", "H", "H", "H", "H", "H", "H", "H", "H", "H", "H", "H", "H"], "coordinates": [[5.415, 0.780, 1.270], [5.992, -0.345, 0.652], [5.088, -1.341, 0.246], [4.372, -1.053, -1.088], [3.331, -0.062, -0.968], [2.114, -0.315, -0.481], [1.679, -1.403, -0.139], [1.264, 0.957, -0.399], [1.706, 2.044, -0.735], [0.050, 0.706, 0.095], [-0.991, 1.690, 0.228], [-2.133, 1.503, -0.800], [-3.138, 0.515, -0.502], [-3.990, 0.809, 0.632], [-5.216, -0.115, 0.574], [-4.853, -1.518, 0.555], [-3.923, -1.777, -0.527], [-2.691, -0.863, -0.466], [4.910, 1.437, 0.554], [4.696, 0.483, 2.043], [6.236, 1.326, 1.733], [4.331, -1.523, 1.021], [5.692, -2.243, 0.120], [3.906, -1.984, -1.423], [5.099, -0.715, -1.828], [3.518, 0.911, -1.180], [-0.140, -0.269, 0.297], [-1.395, 1.661, 1.244], [-0.518, 2.661, 0.063], [-2.648, 2.461, -0.908], [-1.687, 1.248, -1.766], [-3.472, 0.653, 1.598], [-4.307, 1.852, 0.576], [-5.770, 0.092, -0.345], [-5.869, 0.071, 1.429], [-4.416, -1.766, 1.441], [-4.453, -1.596, -1.465], [-3.617, -2.824, -0.489], [-2.130, -1.096, 0.460], [-2.043, -1.051, -1.325]], "lumo_ev": 0.77, "e_above_lowest_kcal_mol": 7.76, "total_energy_ha": -877.09952, "homo_lumo_gap_ha": 0.336, "fmax_ev_per_a": 0.64}

=====

No. 3
{"formula": "H6O3", "method": "wB97M-V/def2-TZVPD", "symbols": ["O", "H", "H", "O", "H", "H", "O", "H", "H"], "coordinates": [[0.288, 0.899, -3.015], [0.355, 1.129, -2.088], [-0.448, 1.419, -3.338], [-0.046, -0.468, 0.176], [-0.828, 0.072, 0.294], [-0.174, -0.894, -0.671], [0.436, -0.502, 3.168], [0.842, -0.734, 2.333], [-0.425, -0.920, 3.141]], "lumo_ev": 0.45, "e_above_lowest_kcal_mol": 10.60, "total_energy_ha": -229.30819, "homo_lumo_gap_ha": 0.429, "fmax_ev_per_a": 0.42}